Below is 2 unconnected molecules or ions with the total composition C4H12, with properties calculated with ωB97M-V with the def2-TZVPD basis set.

## Properties
Structure (SMILES) ... CC.CC
HOMO energy ... -11.5 eV
Net charge ... 0
LUMO ... 1.113 eV
Energy above the lowest of the compared OMol25 structures with the same formula, charge and spin ... 5.6 kcal/mol

CARTESIAN COORDINATES (ANGSTROEM)
C (-1.08499, 1.51860, 0.62640)
C (1.71715, -1.68427, -1.82806)
C (0.49032, -1.37011, -0.97679)
C (-1.20306, 1.54357, 2.13987)
H (-2.03253, 1.80930, 0.16704)
H (2.63907, -1.42740, -1.30203)
H (-0.34157, 2.21656, 0.24680)
H (-1.69975, 0.64622, 2.51904)
H (1.88677, -2.74800, -2.02393)
H (0.33050, -2.12509, -0.20869)
H (-0.22782, 1.51409, 2.63230)
H (-1.74183, 2.41774, 2.50087)
H (-0.44624, -1.19955, -1.49849)
H (-0.80482, 0.55559, 0.20800)
H (1.73121, -1.18323, -2.77892)
H (0.78760, -0.48401, -0.42341)

Forces on atoms 1 to 2 (eV/Å):
C -0.2 0.3 -0.4
C 0.5 -1.0 0.1

Atom charges from the Mulliken analysis, given in e for atoms 1 to 5: C -0.42; C -0.96; C -0.63; C -0.88; H 0.32



Below is 2 unconnected molecules or ions with the total composition C4H12, with properties calculated with ωB97M-V with the def2-TZVPD basis set.

## Properties
Structure (SMILES) ... CC.CC
HOMO energy ... -10.9 eV
Net charge ... 0
LUMO ... 1.116 eV
Energy above the lowest of the compared OMol25 structures with the same formula, charge and spin ... 30.5 kcal/mol

CARTESIAN COORDINATES (ANGSTROEM)
C (-1.48302, 1.39181, 0.32604)
C (1.46135, -0.36009, -0.53225)
C (-1.48728, 0.58763, 1.59770)
C (1.40575, -1.60014, -1.40289)
H (-2.06743, 0.91143, -0.50047)
H (-0.54290, 0.98448, 2.04786)
H (0.49722, -0.28026, -0.12777)
H (1.19391, -2.55160, -0.86315)
H (1.81198, 0.48108, -1.14231)
H (2.31476, -1.98509, -1.92114)
H (-1.51684, -0.53956, 1.68279)
H (2.31825, -0.20491, 0.13670)
H (0.49332, -1.54278, -2.01805)
H (-0.49678, 1.37059, -0.17726)
H (-1.79387, 2.44141, 0.40790)
H (-2.10843, 0.89601, 2.48628)

Forces on atoms 1 to 2 (eV/Å):
C -0.7 -0.9 -2.6
C 2.7 0.2 -1.4

Atom charges from the Mulliken analysis, given in e for atoms 1 to 5: C -0.70; C -0.58; C -0.81; C -0.98; H 0.25



Below is 2 unconnected molecules or ions with the total composition C4H12, with properties calculated with ωB97M-V with the def2-TZVPD basis set.

## Properties
Structure (SMILES) ... CC.CC
HOMO energy ... -11.5 eV
Net charge ... 0
LUMO ... 1.138 eV
Energy above the lowest of the compared OMol25 structures with the same formula, charge and spin ... 7.1 kcal/mol

CARTESIAN COORDINATES (ANGSTROEM)
C (0.83197, -0.51318, 1.66359)
C (-1.62234, 0.05723, -2.36019)
C (-1.52982, 0.85558, -1.04592)
C (2.34645, -0.31205, 1.79592)
H (-1.41540, 0.15059, -0.23389)
H (2.82385, -0.11280, 0.83928)
H (-2.42947, 1.43215, -0.87528)
H (-1.34798, 0.71818, -3.18470)
H (-1.02276, -0.84835, -2.32373)
H (-2.62125, -0.35235, -2.51339)
H (-0.69159, 1.54280, -1.07101)
H (0.55918, -0.67535, 0.61511)
H (0.44401, -1.43362, 2.09648)
H (0.27544, 0.35929, 1.97743)
H (2.61847, 0.41005, 2.56233)
H (2.78123, -1.27818, 2.05797)

Forces on atoms 1 to 2 (eV/Å):
C 0.0 -0.1 -1.1
C -0.3 0.2 0.4

Atom charges from the Mulliken analysis, given in e for atoms 1 to 5: C -0.64; C -0.83; C -0.70; C -0.87; H 0.12